(1)
68
Properties=species:S:1:pos:R:3:forces:R:3 method="wB97M-V/def2-TZVPD" relative_energy_kcal_mol=9.50 charge=+2 gap_ev=6.037 fmax_ev_per_a=0.25
C -0.2884 -1.9510 -0.8466 -0.013 -0.002 0.006
Sn 1.9700 -0.3292 -1.4437 0.000 -0.040 -0.027
H 0.7323 -4.5746 5.2020 -0.001 0.007 -0.001
C 2.7873 2.4281 0.1027 0.027 0.049 0.038
C -2.7851 -0.7016 3.1214 -0.103 -0.045 0.019
H -0.6961 7.4770 -0.5473 0.001 -0.002 0.002
Cl -3.5684 -4.1411 -0.2509 0.012 -0.005 0.000
C -0.5760 6.4705 -0.1702 -0.017 -0.006 -0.005
H -1.0402 0.2967 5.5985 -0.007 0.027 0.006
C 4.8686 1.2579 0.4294 -0.014 0.001 -0.022
C -5.3850 -1.4447 3.6479 -0.001 -0.011 0.007
H -4.7214 -3.4595 3.3118 0.005 0.004 0.003
C -3.7288 0.2806 3.4082 0.011 0.045 0.005
H 2.3903 -4.0392 1.2868 -0.007 0.006 -0.006
H -2.4069 5.7609 -1.0322 -0.002 -0.004 0.003
H 1.5662 4.6280 1.6760 0.000 -0.010 0.002
Cl -0.5454 -4.6013 -1.0127 -0.002 -0.006 -0.003
H -6.4054 -1.7359 3.8585 0.004 0.000 -0.003
C 0.5368 6.1441 0.5913 0.018 0.008 -0.008
O 0.9850 -2.0803 -1.2436 0.022 0.038 -0.024
C 4.1167 2.2113 -0.2439 0.005 0.003 0.007
H 1.2488 -1.8765 1.0883 -0.005 0.007 0.009
C -1.3944 4.2116 0.0350 -0.066 -0.049 -0.065
H 0.6748 0.4195 5.1741 -0.006 -0.012 0.003
C 2.2251 1.7032 1.1512 0.009 -0.100 -0.002
H -3.4660 1.3324 3.4267 0.006 -0.016 0.001
Cl -2.5793 1.1628 0.1096 -0.144 -0.062 -0.025
Sb 0.2491 2.0865 1.7658 0.235 0.086 0.015
C 0.8440 -3.9805 4.3051 0.006 -0.004 -0.002
C 1.7804 -3.6782 2.1042 0.006 -0.004 0.007
C -0.2779 3.8899 0.7886 -0.057 0.022 0.029
C -1.1551 -3.0302 -0.7226 0.033 0.008 0.008
H 2.2073 3.1649 -0.4385 -0.018 0.037 0.003
Sb -0.7617 -0.2354 3.0276 -0.151 0.069 -0.051
C -2.0600 -0.4528 -0.1969 -0.023 -0.014 0.015
H 1.2896 6.8890 0.8117 -0.002 -0.003 0.001
C -1.5359 5.5086 -0.4430 0.030 0.016 0.005
O 0.1708 0.3445 -0.6263 0.058 0.051 0.037
C 0.6888 4.8558 1.0797 0.022 -0.020 0.022
C -0.4543 2.2354 4.7703 -0.034 -0.019 -0.067
C -2.9580 -1.5193 -0.1548 0.035 0.040 -0.011
C -0.7290 -0.6548 -0.5387 0.028 -0.047 0.003
C 1.6327 -4.4369 3.2571 0.004 -0.004 0.003
C 2.9765 0.7418 1.8252 -0.001 -0.032 -0.006
H 1.5659 2.5776 4.0395 -0.012 -0.004 0.019
C -4.4403 -2.4155 3.3463 -0.016 0.006 0.009
C 0.5355 2.8171 3.7662 0.017 0.037 -0.005
H 4.8819 -0.2305 1.9795 -0.001 0.010 0.005
C -2.4931 -2.8137 -0.3811 -0.047 -0.019 0.006
H 0.4430 3.9002 3.6951 0.007 -0.002 0.018
H -0.4327 -2.4236 5.0248 0.005 0.004 -0.007
C 4.2976 0.5152 1.4564 -0.034 -0.021 -0.022
H -2.3960 -2.8123 2.8418 0.001 0.004 -0.004
C 0.1901 -2.7616 4.2033 -0.012 -0.009 -0.021
C -3.1295 -2.0500 3.0780 0.042 -0.021 0.011
C -5.0348 -0.1005 3.6720 0.003 -0.008 -0.004
H -0.2645 2.6766 5.7508 0.011 -0.004 0.007
Cl -4.6176 -1.2183 0.1365 -0.031 0.013 -0.008
C -0.3341 0.7187 4.8827 0.032 -0.012 0.043
C 0.3353 -2.0119 3.0350 0.085 -0.020 0.040
H 2.1351 -5.3912 3.3414 -0.003 0.001 -0.003
H 4.5610 2.7853 -1.0463 -0.002 0.008 0.003
C 1.1335 -2.4566 1.9911 -0.017 0.024 -0.017
H -1.4786 2.5212 4.5095 0.014 -0.001 0.000
H -5.7789 0.6513 3.8979 0.005 0.001 -0.002
H 5.9014 1.0913 0.1541 -0.002 0.003 0.001
H -2.1587 3.4928 -0.2045 0.045 -0.010 0.006
H 2.5529 0.1636 2.6417 0.009 0.013 -0.008



(2)
65
Properties=species:S:1:pos:R:3:forces:R:3 method="wB97M-V/def2-TZVPD" relative_energy_kcal_mol=0.00 charge=+2 gap_ev=5.850 fmax_ev_per_a=2.99
H 0.8188 -2.2242 2.3557 -0.673 -0.361 0.117
H 2.8224 4.1481 2.5199 0.170 -0.722 0.339
C -0.9031 -3.1382 3.3242 -1.199 0.165 -1.809
C -3.8776 0.3474 -0.7022 1.421 0.709 0.375
C -2.6593 1.5944 -4.8741 0.737 -1.039 -0.517
C 1.9051 0.0494 -4.8079 0.314 -0.394 -0.034
C -1.4989 1.3786 -5.5740 0.165 -0.602 -0.644
H -5.7772 0.2275 0.2428 -0.697 0.208 -0.202
H -1.5031 1.4692 -6.6780 0.147 0.320 0.862
C 4.3994 2.8682 3.3199 0.283 -0.381 -0.038
C 3.3253 3.1669 2.4757 0.008 1.489 0.789
N -1.4935 0.5001 -1.4963 0.596 -0.757 0.260
H 2.5798 -0.6224 -2.8434 0.230 0.022 -0.126
H 1.1552 -2.4373 -0.0892 0.134 0.090 0.227
C -0.9835 0.9840 3.3324 -0.138 1.032 -0.490
H 4.6656 3.5337 4.1636 -0.037 -0.410 -0.797
C -1.6467 0.7647 -2.8859 0.079 -0.490 1.762
C 3.8257 -1.0628 -0.0116 1.899 -0.929 1.296
C -4.3290 0.8879 1.6308 -0.525 -0.037 -0.478
C -2.9382 1.0245 1.8463 0.946 -0.165 -0.002
H 2.0385 2.4926 0.8748 1.115 0.116 0.660
C 1.7811 -0.2064 -3.4353 -1.662 0.275 -0.289
C -0.4234 0.5650 -3.5537 0.563 -0.950 -0.332
C -0.3379 0.8278 -4.9475 -0.851 0.249 0.849
C -2.0058 -3.1673 0.7415 0.577 -0.135 -0.052
C 4.7708 0.7877 2.0534 0.540 0.081 0.057
C -4.7631 0.5287 0.3669 0.568 -0.391 0.990
N 0.6091 -0.0297 -2.7985 -0.380 1.386 -1.439
H -0.4519 -3.1297 4.2736 0.313 -0.032 1.117
O 2.0885 0.3837 -0.5166 0.194 0.522 0.750
C -0.1201 0.7725 2.2278 -0.279 -0.558 -0.226
H 5.4804 -0.0845 1.9795 -1.173 0.888 -0.390
H 6.1209 1.5690 3.4744 -0.103 -0.225 0.721
Cl -3.2430 -4.1003 4.4085 0.271 -0.068 0.086
H -3.7759 -4.0759 1.6445 1.342 0.396 0.143
C -2.2146 -3.6196 3.1152 0.453 0.308 -1.165
H 3.8980 -1.5899 0.9757 -0.275 0.166 -0.860
C 5.1354 1.6975 3.0617 -0.257 0.223 -0.996
H -4.2289 0.0950 -1.6804 -0.276 -0.319 -0.141
C 3.1212 0.1779 0.1856 0.509 0.792 1.002
H 0.9620 0.5454 2.3123 -0.795 0.436 0.307
C -0.2087 -2.6230 2.2224 0.441 -0.003 0.054
C 0.8517 0.5077 -5.5997 0.856 -0.547 0.495
Ti 0.2351 -0.1487 -0.7488 -1.546 -0.254 -0.161
H 3.4206 -1.6710 -0.7688 -0.630 -0.812 -0.750
C -2.7859 1.1777 -3.5219 -0.148 1.821 0.223
C 3.6398 1.0761 1.2234 -0.492 0.695 0.831
H -3.4574 1.9383 -5.4961 -0.768 0.295 0.329
H -2.9412 1.6393 3.9490 0.351 -0.624 -0.721
H 0.9021 0.5633 -6.6914 0.264 0.151 0.440
H -2.3610 -3.2567 -0.2647 -0.451 0.000 -0.388
C -0.7242 -2.6349 0.9156 -0.415 -0.264 1.805
H 2.8744 -0.2308 -5.1863 0.009 0.170 -0.568
C -2.0037 0.8134 0.8037 0.218 -0.334 -0.901
H -0.5687 1.1156 4.3423 -0.198 -0.208 -0.629
N -0.5862 0.7436 0.9728 -2.065 -0.045 0.469
C -2.3389 1.2555 3.0941 0.731 0.005 1.773
C -2.5090 0.5680 -0.5199 0.139 0.122 0.088
H -5.0685 0.9702 2.4490 0.758 0.066 -0.466
H -3.6741 1.4655 -2.9174 0.704 -0.493 -0.834
C 2.9501 2.3025 1.5054 -1.150 -1.665 -2.207
C -2.7331 -3.6793 1.7951 -1.020 0.008 1.053
C 0.0937 -2.1843 -0.2011 0.277 0.394 -1.647
H 4.8842 -0.8846 -0.2498 -0.198 0.127 -0.047
H -0.2197 -2.7222 -1.1191 0.080 0.485 0.076



(3)
74
Properties=species:S:1:pos:R:3:forces:R:3 method="wB97M-V/def2-TZVPD" relative_energy_kcal_mol=19.64 charge=+1 gap_ev="7.563 / 8.072" fmax_ev_per_a=2.02
N 1.7175 -1.1495 -1.7972 -0.945 0.114 -0.032
H 3.9472 -2.8926 1.5810 0.007 -0.029 -0.041
H -0.8631 -0.6713 6.7252 0.008 0.009 -0.021
C 0.1980 -2.8422 0.2670 1.748 0.720 -0.712
C 1.8836 -1.6588 -3.9998 0.093 -0.019 0.104
H 0.2326 4.7284 -3.5659 -0.026 -0.045 0.017
H -1.2293 -0.2251 2.4706 0.024 -0.029 0.074
F 2.0753 -4.1013 0.9534 0.053 -0.099 0.115
C 2.6289 -1.5228 2.5222 0.085 0.069 0.244
N -0.2687 2.8433 0.9058 0.023 -0.048 -0.100
C -4.5495 3.2267 1.5309 0.017 0.002 -0.022
C 0.7513 -3.9590 1.1793 -0.446 0.311 -0.492
C 2.7852 -1.8801 -1.9944 0.117 0.159 -0.099
C -0.4717 0.8132 -0.0209 0.088 0.045 -0.073
F 0.5619 -3.7052 2.4643 0.059 -0.063 0.254
N 0.7278 0.8971 0.5039 0.462 0.535 -0.365
H 3.6015 -3.2742 -0.6105 -0.026 -0.025 0.031
H -2.9494 4.1497 0.4411 -0.036 -0.044 0.027
N 1.4673 -1.1133 2.0950 -1.169 -0.165 -0.173
H -4.7462 -0.0667 2.2888 0.024 0.052 -0.047
C -0.3961 3.5780 -1.8678 0.065 -0.001 -0.046
C 1.4170 -1.2362 4.3504 0.169 -0.071 -0.061
H 4.6509 -1.3088 1.8806 0.047 0.053 -0.024
C -1.3207 2.6715 -1.3679 -0.035 0.018 0.072
C -0.4124 -0.7435 5.7443 -0.045 0.014 -0.023
C 0.6669 -0.9194 3.2241 0.097 0.089 -0.150
H 3.5307 -0.4331 0.1009 0.028 0.061 -0.001
O -0.8128 -0.2807 -0.5472 0.534 -0.147 0.615
H 3.6824 -2.7820 -3.6590 0.045 0.035 -0.007
H -2.6114 -0.0738 1.0639 -0.047 0.015 -0.023
C -3.1272 0.8633 1.2294 -0.097 0.009 -0.091
H -5.1078 4.1497 1.6321 0.035 -0.047 0.006
C 3.7027 -2.2224 -0.8734 -0.034 -0.092 -0.095
C -1.2317 2.1331 0.0673 0.004 -0.044 0.007
C 0.8909 2.1382 1.1403 -0.067 0.132 -0.082
Co 1.1110 -1.0485 0.1162 0.268 -0.503 0.782
H 0.3973 3.9508 -1.2309 -0.039 -0.001 -0.020
H -6.0033 2.0430 2.5820 0.034 0.004 -0.029
C -2.6051 2.0478 0.7256 0.120 -0.013 0.082
C -0.0179 -0.2685 -3.4525 -0.026 -0.028 0.036
C -2.4087 2.6123 -3.5175 -0.032 -0.017 -0.004
H 0.1655 -0.9608 -6.7775 0.010 0.007 0.044
C 1.1083 -0.9880 -3.0567 0.127 0.078 0.207
C 1.5747 -1.6787 -5.3537 0.065 -0.068 -0.049
H 2.1805 -2.2142 -6.0748 -0.024 0.043 0.050
C 0.4509 -0.9762 -5.7332 -0.072 0.041 -0.019
C -0.4839 4.0085 -3.1884 0.001 -0.020 0.049
C -0.6486 -0.4892 3.3412 -0.006 0.007 -0.034
C -5.0548 2.0434 2.0592 -0.001 0.047 -0.009
C -1.4879 3.5264 -4.0148 0.025 0.017 0.017
N 2.9473 -2.2073 -3.2834 0.000 -0.127 -0.219
H 3.4567 -1.9051 4.4129 0.055 0.024 0.013
F -1.0802 -2.6437 0.5489 -0.465 -0.080 0.327
C 3.7376 -1.8250 1.5814 0.081 -0.018 0.080
F 0.1593 -5.1041 0.8796 0.001 -0.340 0.080
H 4.7401 -2.0441 -1.1594 0.114 0.035 0.029
C -2.3261 2.1867 -2.2002 -0.087 -0.022 -0.034
H -0.6266 0.2622 -2.7355 0.041 -0.037 -0.091
C -4.3478 0.8633 1.8987 0.036 -0.041 -0.013
H -3.2030 2.2393 -4.1545 0.045 0.013 0.044
C 0.8978 -1.1623 5.6356 0.032 -0.011 0.098
H -1.1925 0.2796 -5.1387 0.041 -0.041 0.020
H 1.4835 -1.4180 6.5097 -0.016 0.016 -0.046
H -3.0492 1.4768 -1.8119 0.024 0.053 -0.030
H -2.1968 -0.0726 4.7441 0.048 -0.012 -0.008
H -1.5578 3.8669 -5.0408 -0.001 -0.011 0.042
C -3.3339 3.2263 0.8650 -0.008 0.048 0.049
O 1.8620 2.4913 1.7670 -0.167 -0.055 -0.102
N 2.6682 -1.6119 3.8630 -0.053 0.000 0.158
H -0.4113 3.7735 1.2580 0.012 0.003 0.047
C -0.3273 -0.2754 -4.7970 0.023 -0.006 -0.013
N 3.2704 -1.4026 0.2597 -0.695 0.070 -0.082
C -1.1749 -0.4068 4.6132 -0.001 -0.001 0.020
F 0.3049 -3.3252 -0.9972 -0.368 -0.530 -0.261



(4)
72
Properties=species:S:1:pos:R:3:forces:R:3 method="wB97M-V/def2-TZVPD" relative_energy_kcal_mol=7.61 charge=+1 gap_ev=6.570 fmax_ev_per_a=0.82
H -4.2178 3.8433 0.4187 -0.017 -0.008 0.002
H -0.5231 6.3677 0.7760 -0.001 -0.002 -0.009
C 5.9513 0.2662 1.6897 0.016 0.025 -0.020
H 4.9466 0.6307 1.8845 -0.003 -0.003 0.000
H 2.5850 -5.3671 6.8994 0.002 0.000 -0.005
H 2.3018 -4.7637 0.2207 -0.007 -0.002 0.018
C -1.5778 4.5313 0.5190 -0.002 -0.005 0.012
H 2.0950 -3.7677 7.5007 -0.007 -0.006 0.005
C 8.2163 -0.1185 -2.6270 -0.001 0.005 0.000
C 2.0834 -6.2457 2.8761 0.016 0.022 -0.041
C -1.5240 3.1273 0.5050 0.022 -0.045 -0.035
O 1.0962 -4.3564 5.8571 0.015 0.026 -0.003
O -0.0898 1.1564 0.7398 0.197 0.277 0.001
C -0.2119 -5.5546 2.7230 -0.004 -0.041 0.004
H 5.4490 0.8958 -2.7237 0.004 -0.006 -0.004
C -2.4532 -4.0623 -0.6732 0.027 -0.079 0.042
C 0.2695 -4.0328 0.0360 0.115 0.010 -0.123
N 0.2744 -6.5230 -0.0971 0.267 0.137 -0.096
C 9.5839 -0.7908 -0.7355 0.003 0.005 0.008
C 7.2070 0.1576 -1.7206 -0.011 -0.014 -0.005
H 1.8845 -0.5405 0.3441 -0.508 0.368 0.142
H 10.2247 -0.8233 -2.7804 -0.002 0.002 0.000
N -3.9886 2.8796 0.2469 0.010 0.032 -0.031
C 1.3807 -1.4974 0.2960 0.757 -0.326 -0.034
H 3.1143 -3.8894 6.0494 -0.003 0.009 0.002
N 0.0894 -1.6151 0.1272 -0.269 -0.080 0.097
N 6.1823 0.3241 0.2616 0.013 -0.044 0.004
H 2.9165 -6.7932 2.4535 0.000 -0.003 0.005
N 5.9099 0.6311 -1.8700 0.008 -0.012 0.000
C -0.4630 5.2889 0.7730 0.000 0.009 0.010
H -2.1803 -6.1996 -0.8276 -0.015 0.008 0.014
C -4.1711 0.7386 -0.1499 -0.076 0.044 -0.018
C -0.4869 -2.8539 -0.0396 -0.067 -0.219 -0.096
Au -1.3367 -0.2045 0.1131 0.013 0.033 -0.137
H -0.9697 -4.5115 4.4376 0.002 0.006 -0.007
C 9.4093 -0.5963 -2.1075 0.006 0.002 -0.004
C -1.7107 -5.2543 -0.5878 -0.048 0.035 0.074
H -3.4891 -4.0793 -0.9828 -0.005 -0.002 0.015
H 3.2698 -2.4834 0.4228 -0.005 -0.009 0.016
C 2.2043 -2.6364 0.3293 -0.047 -0.124 -0.037
C 0.8302 3.2688 1.0030 0.017 0.023 0.039
C 0.7470 4.6405 1.0273 0.010 0.010 -0.014
N 0.9198 -6.8732 0.9009 -0.214 -0.146 0.024
H 6.6743 0.8962 2.2070 0.000 -0.001 0.003
C 2.2996 -4.3534 6.6101 -0.001 -0.018 0.000
H 1.6377 5.2180 1.2368 -0.007 0.004 0.006
C 1.1027 -4.9800 4.6596 -0.010 -0.028 0.019
C 7.3791 -0.0399 -0.3542 -0.017 0.018 0.009
C -4.8938 1.8702 -0.0166 0.037 0.011 0.004
H -2.5129 5.0361 0.3085 0.009 0.006 0.003
H 1.7657 2.7688 1.2078 0.030 -0.055 -0.040
H 6.0500 -0.7610 2.0419 -0.005 0.001 0.004
H 8.7053 -0.6673 1.2313 0.000 0.004 -0.002
H 3.1375 -5.7015 4.6537 0.002 0.012 -0.005
C 1.6666 -3.8883 0.2144 -0.061 0.126 0.049
C -0.4055 -5.2641 -0.1687 -0.085 -0.058 0.076
C 8.5697 -0.5163 0.1691 0.000 -0.005 -0.003
H -4.4708 -0.2719 -0.3602 0.010 0.011 0.015
C -1.8616 -2.8667 -0.3570 -0.057 0.125 0.051
C -0.2943 2.4815 0.7244 -0.103 -0.030 0.055
H 8.0836 0.0298 -3.6899 -0.001 0.008 0.002
N -2.8414 1.0748 0.0250 -0.035 -0.044 0.141
C -2.7410 2.3778 0.2688 -0.043 -0.002 -0.037
O -2.5287 -1.6927 -0.3775 0.049 -0.110 -0.109
C 5.2896 0.7283 -0.6716 0.035 0.017 -0.012
C 0.9048 -6.1729 2.1494 0.027 0.068 0.001
Se 3.5707 1.3216 -0.4290 0.024 0.007 -0.006
H -1.1677 -5.5614 2.2185 -0.001 0.017 -0.022
H 10.5321 -1.1612 -0.3709 -0.003 -0.005 -0.001
H -5.9511 2.0492 -0.0831 0.003 0.005 -0.002
C 2.2037 -5.6334 4.1160 -0.002 0.005 -0.013
C -0.1118 -4.9717 3.9658 -0.007 0.002 -0.005